Record 1
13
Properties=species:S:1:pos:R:3:nbo_charge:R:1 method="wB97M-V/def2-TZVPD" homo_lumo_gap_ev=5.55 total_charge=-1 relative_energy_kj_mol=165.93 lumo_energy_ev=3.70
C 2.974 -0.497 -1.736 -0.19
O 1.676 -0.677 -1.408 -0.99
H 3.706 -1.245 -1.318 0.06
H 3.421 0.459 -1.329 0.06
H 3.128 -0.469 -2.838 0.07
C -1.785 0.053 0.091 -0.47
C -2.077 0.587 2.326 -0.08
N -2.597 0.031 1.321 -0.39
H -0.818 -0.422 0.275 0.25
H -2.270 -0.578 -0.648 0.20
H -1.580 1.055 -0.286 0.19
H -2.549 0.425 3.294 0.15
H -1.229 1.276 2.255 0.14


Record 2
13
Properties=species:S:1:pos:R:3:nbo_charge:R:1 method="wB97M-V/def2-TZVPD" homo_lumo_gap_ev=7.25 total_charge=-1 relative_energy_kj_mol=596.79 lumo_energy_ev=4.61
C -0.287 -0.513 0.522 -0.37
N 0.280 -1.157 1.788 -0.91
C 0.546 0.850 0.167 -0.49
C -0.891 0.845 -0.274 0.20
O -1.353 0.768 -1.610 -0.87
H -0.778 -0.329 1.655 0.42
H 1.730 -0.547 -2.488 -0.06
H -0.444 -1.319 -0.304 0.20
H -0.269 -1.907 2.176 0.31
H 0.809 1.127 1.211 0.20
H 1.339 1.147 -0.521 0.20
H 0.978 -0.405 -2.609 0.05
H -1.660 1.440 0.287 0.11


Record 3
13
Properties=species:S:1:pos:R:3:nbo_charge:R:1 method="wB97M-V/def2-TZVPD" s2=0.756 homo_lumo_gap_ev="10.91 / 7.63" total_charge=0 spin_multiplicity=2 relative_energy_kj_mol=130.86 lumo_energy_ev="1.03 / -2.16"
C -2.001 0.327 1.800 -0.07
N -0.890 0.984 1.933 -0.56
H -2.815 0.537 2.509 0.17
H -2.165 -0.424 0.990 0.17
H -0.263 0.789 1.067 0.35
C 1.266 -0.312 -0.745 -0.12
O -0.007 -0.148 -0.313 -0.34
C 1.371 -0.646 -2.216 -0.62
H 1.796 -1.126 -0.194 0.15
H 1.887 0.618 -0.557 0.21
H 2.375 -1.006 -2.505 0.23
H 0.979 0.178 -2.899 0.22
H 0.681 -1.485 -2.468 0.22


Record 4
13
Properties=species:S:1:pos:R:3:nbo_charge:R:1 method="wB97M-V/def2-TZVPD" homo_lumo_gap_ev=8.15 total_charge=+1 relative_energy_kj_mol=135.44 lumo_energy_ev=-5.37
C 1.691 1.054 1.339 0.16
N 1.226 -0.118 1.540 -0.58
H 2.419 1.502 2.003 0.23
H 1.337 1.521 0.425 0.24
H 0.323 -0.305 1.067 0.47
H 1.542 -0.626 2.361 0.44
C -1.214 -0.577 -2.217 -0.42
C -1.027 -0.759 -0.923 0.08
O -0.814 0.308 -0.048 -0.77
H -1.532 -1.390 -2.853 0.24
H -1.208 0.404 -2.678 0.21
H -0.834 -1.744 -0.504 0.19
H -1.522 0.945 -0.185 0.52


Record 5
13
Properties=species:S:1:pos:R:3:nbo_charge:R:1 method="wB97M-V/def2-TZVPD" smiles=C[N@H+]1C[C@@H]1O homo_lumo_gap_ev=12.04 total_charge=+1 relative_energy_kj_mol=224.06 lumo_energy_ev=-3.14
C 0.039 1.426 -0.186 -0.21
C 0.942 0.096 0.443 0.29
C -1.421 -0.723 -0.007 -0.43
N -0.231 -0.072 -0.506 -0.38
O 2.157 -0.229 -0.045 -0.69
H -0.528 1.756 0.613 0.24
H 0.612 1.929 -0.864 0.25
H 0.575 -0.177 1.375 0.19
H -2.046 -0.722 -0.917 0.25
H -1.068 -1.687 0.181 0.23
H -1.966 -0.284 0.875 0.26
H 0.213 -0.441 -1.331 0.45
H 2.723 -0.872 0.367 0.54


Record 6
13
Properties=species:S:1:pos:R:3:nbo_charge:R:1 method="wB97M-V/def2-TZVPD" homo_lumo_gap_ev=11.35 total_charge=+1 relative_energy_kj_mol=93.51 lumo_energy_ev=-3.46
C -0.759 -0.875 -0.626 -0.08
C -1.155 -2.011 -1.149 -0.32
N 0.222 -0.842 0.482 -0.71
H -1.071 0.106 -0.939 0.25
H -1.870 -1.991 -1.958 0.25
H -0.757 -2.972 -0.851 0.22
H -0.189 -1.118 1.377 0.44
H 1.013 -1.464 0.302 0.44
H 0.591 0.119 0.578 0.47
O 0.319 1.902 0.209 -0.59
C 1.000 2.770 0.705 0.34
H 0.558 3.620 1.239 0.15
H 2.097 2.757 0.630 0.13


Record 7
13
Properties=species:S:1:pos:R:3:nbo_charge:R:1 method="wB97M-V/def2-TZVPD" homo_lumo_gap_ev=9.24 total_charge=+1 relative_energy_kj_mol=454.06 lumo_energy_ev=-4.64
C -1.315 0.566 -0.191 0.49
C 1.827 0.733 0.086 0.13
C -2.454 -0.171 0.359 -0.74
N 2.513 -0.560 -0.065 -0.82
O -0.179 0.143 -0.042 -0.57
H -1.572 1.577 -0.450 0.16
H 1.686 1.179 -0.846 0.13
H -3.336 -0.204 -0.474 0.28
H -2.998 0.593 1.079 0.29
H -2.200 -1.212 0.720 0.26
H 3.170 -0.737 0.771 0.46
H 3.145 -0.652 -0.915 0.44
H 1.716 -1.255 -0.032 0.49


Record 8
13
Properties=species:S:1:pos:R:3:nbo_charge:R:1 method="wB97M-V/def2-TZVPD" homo_lumo_gap_ev=8.91 total_charge=+1 relative_energy_kj_mol=80.40 lumo_energy_ev=-5.43
C -1.911 -0.640 1.489 0.17
N -1.491 -1.028 0.353 -0.58
H -1.982 0.422 1.670 0.24
H -2.309 -1.355 2.197 0.23
H -0.881 -0.480 -0.271 0.47
H -1.410 -2.028 0.231 0.42
O -0.167 1.382 -0.198 -0.60
C 1.012 1.416 -0.516 0.46
C 1.739 0.217 -1.048 -0.74
H 1.489 2.373 -0.286 0.17
H 2.557 -0.055 -0.370 0.26
H 2.139 0.499 -2.030 0.27
H 1.216 -0.722 -1.222 0.22


How do the records compare in E? In the order shown, they have -6776.272 -6771.807 -6774.711 -6769.766 -6768.847 -6770.200 -6766.464 -6770.336 eV.